Density functional theory data (ωB97M-V with the def2-TZVPD basis set) for 19 unconnected molecules or ions with the total composition H37O19.

Calculated values
- Energy relative to the best compared isomer or geometry (same formula, charge and spin): 109.6 kcal/mol
- Molecular weight: 341.28 u
- Frontier orbital gap: 9.6 eV
- Total charge: -1
- Total energy: -1451.727884 hartree
- LUMO: 2.3232 eV
- HOMO energy: -7.30 eV
- Maximum force: 2.66 eV Å⁻¹

Cartesian coordinates (Å):
O -0.312 3.750 0.066
H -0.599 3.011 0.613
H -1.132 3.740 -0.507
O 3.107 2.851 2.614
H -0.741 0.695 -0.385
H 2.842 1.936 2.721
O 0.029 -3.140 -0.781
H 0.963 3.605 -1.204
H -0.650 -0.733 3.843
O 3.247 -2.680 1.444
H 3.035 -2.728 0.483
H 4.196 -2.747 1.459
O -0.709 -0.097 1.965
H -1.020 -0.762 2.550
H -0.148 -1.193 -1.234
O -2.330 2.492 2.244
H -2.863 1.737 1.860
H -1.500 2.033 2.229
O -0.821 -0.606 4.767
H -0.403 -0.561 1.135
H -1.501 0.071 4.746
O 1.742 3.250 -1.643
H -3.119 -0.951 -0.839
O 0.414 -1.396 -4.179
H -3.774 0.154 0.774
H 0.668 -1.645 -3.294
O 2.480 -1.743 -2.294
H 2.390 -2.433 -2.945
H 3.325 -1.824 -1.850
O 4.320 0.184 0.287
H 3.871 0.484 -0.485
H 3.879 0.303 1.124
O 0.096 -0.718 -0.404
H 0.178 -2.056 -0.287
H -1.819 -1.378 -1.043
O -4.571 -0.130 1.274
H -2.229 -3.316 -0.954
H 2.226 4.004 -2.072
O -2.487 -0.897 -1.565
H 0.704 -3.418 -1.380
H -0.400 -0.874 -4.020
O 1.797 -0.245 2.895
H 1.785 -0.676 3.772
H 0.899 -0.108 2.557
O -2.479 -3.706 -0.104
H -1.894 -3.038 0.305
H -4.694 -1.017 0.934
O -3.179 0.980 -3.553
H -2.842 0.359 -4.247
H -3.017 0.356 -2.827
O -1.541 1.383 -0.156
H -1.734 1.902 -0.936
H 3.633 2.713 1.839
O 1.044 0.765 -2.637
H 1.051 0.229 -1.820
H 1.328 1.609 -2.303

Density functional theory data (ωB97M-V with the def2-TZVPD basis set) for 14 unconnected molecules or ions with the total composition C5H40N2O13.

Calculated values
- Energy relative to the best compared isomer or geometry (same formula, charge and spin): 12.5 kcal/mol
- Molecular weight: 336.38 u
- Frontier orbital gap: 9.6 eV
- Total charge: 0
- Total energy: -1302.181716 hartree
- LUMO: 0.2255 eV
- HOMO energy: -9.35 eV
- Maximum force: 2.64 eV Å⁻¹

Cartesian coordinates (Å):
N 0.144 0.875 2.903
C 0.601 -0.087 1.890
C 1.224 -1.333 2.532
C -0.638 -0.428 1.019
N -0.259 -1.352 -0.053
C -1.435 -2.035 -0.680
C -1.040 -3.475 -0.994
H -0.485 0.438 3.523
H 0.931 1.260 3.414
H 1.377 0.424 1.250
H 1.290 -2.123 1.751
H 0.537 -1.728 3.302
H 2.268 -1.088 2.916
H -1.400 -0.862 1.645
H -1.098 0.502 0.630
H 0.286 -0.841 -0.767
H -1.725 -1.546 -1.659
H -2.275 -2.017 -0.040
H -0.994 -4.087 -0.108
H -1.856 -3.957 -1.637
H -0.131 -3.485 -1.558
H -3.126 1.487 0.825
H -3.576 -0.062 1.005
O -3.511 0.689 0.397
H -3.077 0.841 -1.219
H -2.045 0.381 -2.360
O -2.757 1.066 -2.151
H 5.242 -1.212 0.418
H 3.765 -1.483 0.196
O 4.372 -1.005 0.760
H 4.092 1.987 -0.161
H 3.840 0.527 0.476
O 3.409 1.366 0.064
H 1.865 -2.346 -0.553
H 2.537 -1.438 -1.563
O 2.722 -2.172 -0.981
H 0.987 3.604 -0.477
H 1.825 2.809 0.570
O 1.316 3.602 0.420
H -1.118 2.984 -0.351
H -1.755 2.375 -1.703
O -1.026 2.960 -1.381
H -3.013 -2.077 2.163
H -4.492 -1.746 2.161
O -3.623 -1.347 2.168
H -1.303 -3.569 2.864
H -1.071 -3.068 1.501
O -1.765 -3.317 2.105
H -0.328 3.409 1.210
H -0.935 2.237 1.856
O -1.163 2.981 1.314
H 0.371 1.871 -3.725
H 0.257 2.581 -2.414
O 0.944 2.297 -3.073
H 0.734 -0.311 -2.832
H -0.037 -0.980 -4.010
O -0.106 -0.349 -3.259
H 2.630 0.593 -1.236
H 1.896 1.078 -2.525
O 2.261 0.239 -2.092

Density functional theory data (ωB97M-V with the def2-TZVPD basis set) for 2 unconnected molecules or ions with the total composition C3H8O2S.

Calculated values
- Energy relative to the best compared isomer or geometry (same formula, charge and spin): 35.1 kcal/mol
- Molecular weight: 108.16 u
- Frontier orbital gap: 5.9 eV
- Total charge: -2
- Total energy: -667.659246 hartree
- LUMO: 6.0861 eV
- HOMO energy: 0.14 eV
- Maximum force: 5.02 eV Å⁻¹

Cartesian coordinates (Å):
C 0.877 -0.489 0.250
O 1.478 -0.077 -1.037
C -0.581 0.088 0.409
C -1.025 0.100 1.878
S -2.645 1.126 2.123
H 1.529 -0.201 1.097
H 0.659 -1.705 0.195
H -0.449 1.147 0.168
H -1.371 -0.266 -0.339
H -1.098 -0.976 2.163
H -0.193 0.383 2.598
H 1.201 0.069 -2.057
H 0.972 0.809 -3.902
O 0.646 -0.008 -3.546

Density functional theory data (ωB97M-V with the def2-TZVPD basis set) for 2 unconnected molecules or ions with the total composition C6H15N2S.

Calculated values
- Energy relative to the best compared isomer or geometry (same formula, charge and spin): 136.0 kcal/mol
- Molecular weight: 147.27 u
- Frontier orbital gap (alpha / beta): 7.5 / 8.3 eV
- Total charge: +1
- Total energy: -744.854908 hartree
- LUMO (alpha / beta): -5.2547 / -4.2314 eV
- HOMO energy (alpha / beta): -12.75 / -12.56 eV
- Maximum force: 4.31 eV Å⁻¹

Cartesian coordinates (Å):
C -0.461 0.657 0.043
C 0.729 -2.141 -0.849
C 1.337 -1.628 1.472
C -0.428 2.978 -0.574
C 1.184 1.210 -1.417
C -2.570 -0.508 1.418
N 1.187 -1.146 0.148
N 0.143 1.578 -0.604
S -2.123 0.686 0.133
H 0.371 -1.651 -1.670
H 1.697 -2.714 -1.236
H 0.002 -3.012 -0.570
H 0.430 -2.300 1.798
H 2.180 -2.233 1.308
H 1.587 -0.839 2.150
H -1.449 2.821 -0.764
H 0.173 3.641 -1.223
H -0.426 3.355 0.431
H 2.042 0.861 -0.858
H 1.355 1.952 -2.129
H 0.861 0.352 -2.079
H -2.850 -1.468 1.048
H -3.400 0.042 2.003
H -1.572 -0.493 2.021

Density functional theory data (ωB97M-V with the def2-TZVPD basis set) for C5H13NO2 in the gas phase.

Calculated values
- Energy relative to the best compared isomer or geometry (same formula, charge and spin): 65.2 kcal/mol
- Molecular weight: 119.16 u
- Frontier orbital gap: 9.1 eV
- SMILES: C[C@H](CO)[C@@](C)(N)O
- Total charge: 0
- Total energy: -403.472653 hartree
- LUMO: 0.7833 eV
- HOMO energy: -8.34 eV
- Maximum force: 6.16 eV Å⁻¹

Cartesian coordinates (Å):
C 0.074 -1.873 0.090
C -0.294 -0.416 0.303
C -1.899 -0.164 -0.467
O -2.423 1.088 0.013
C 0.591 0.596 -0.340
C 1.576 0.785 1.201
N 1.411 0.085 -1.348
O 0.041 1.791 -0.732
H -0.598 -2.510 0.661
H 1.108 -2.059 0.374
H -0.036 -2.151 -0.956
H -0.586 -0.181 1.322
H -1.839 -0.072 -1.553
H -2.553 -0.992 -0.176
H -2.692 0.977 0.931
H 1.090 1.608 1.720
H 1.739 -0.056 1.869
H 2.561 1.111 0.869
H 1.152 0.374 -2.281
H 2.408 0.142 -1.205
H -0.831 1.915 -0.295

Density functional theory data (ωB97M-V with the def2-TZVPD basis set) for 2 unconnected molecules or ions with the total composition C3H6S3Si.

Calculated values
- Energy relative to the best compared isomer or geometry (same formula, charge and spin): 55.5 kcal/mol
- Molecular weight: 166.37 u
- Frontier orbital gap: 7.4 eV
- Total charge: 0
- Total energy: -1601.910378 hartree
- LUMO: -1.4591 eV
- HOMO energy: -8.82 eV
- Maximum force: 3.17 eV Å⁻¹

Cartesian coordinates (Å):
C 0.346 -1.380 0.425
C 0.670 1.062 0.614
C 0.948 -0.146 -0.216
Si -1.671 0.372 -0.765
S -1.526 -1.405 0.556
S -0.868 2.069 0.380
S 0.129 -0.052 -1.853
H 0.560 -2.283 -0.172
H 0.692 -1.576 1.576
H 0.533 0.673 1.595
H 1.500 1.737 0.637
H 2.035 -0.247 -0.504
H -3.347 1.175 -2.273

Density functional theory data (ωB97M-V with the def2-TZVPD basis set) for a molecular structure, C26H29BF2N13O5S3Zr.

Calculated values
- Energy relative to the best compared isomer or geometry (same formula, charge and spin): 48.2 kcal/mol
- Molecular weight: 839.84 u
- Frontier orbital gap: 6.9 eV
- Total charge: +1
- Total energy: -3562.494643 hartree
- LUMO: -3.2884 eV
- HOMO energy: -10.18 eV
- Maximum force: 1.81 eV Å⁻¹

Cartesian coordinates (Å):
Zr -0.283 0.224 -0.796
O -0.895 -4.559 -4.351
C -0.482 -3.542 -5.093
O -0.122 -3.666 -6.233
C -0.464 -2.182 -4.466
C -0.160 -1.059 -5.194
N -0.146 -0.020 -4.339
N -0.444 -0.390 -3.105
C -0.651 -1.699 -3.157
C -1.166 -2.357 -1.909
O -1.335 -3.555 -1.875
O -1.431 -1.511 -0.944
H -1.093 -4.272 -3.430
H 0.054 -0.958 -6.248
H 0.042 0.949 -4.536
C 3.379 -3.186 0.255
N 2.929 -2.215 1.260
C 3.680 -2.126 2.510
C 1.802 -1.519 1.026
N 1.183 -1.500 -0.113
N 1.297 -0.816 2.120
C 0.069 -0.195 2.296
N -0.126 0.264 3.542
N -0.838 -0.110 1.371
H 4.036 -3.900 0.745
H 3.925 -2.722 -0.570
H 2.530 -3.748 -0.137
H 4.689 -2.475 2.324
H 3.248 -2.739 3.306
H 3.777 -1.092 2.847
H 1.644 -2.095 -0.788
H 1.886 -0.802 2.928
H 0.593 0.261 4.242
H -0.949 0.817 3.733
H -1.675 0.336 1.729
S -3.873 5.683 4.672
C -3.598 4.504 3.570
S -4.021 4.558 1.887
C -3.337 2.996 1.628
N -2.832 2.449 2.672
N -2.968 3.298 3.754
C -2.533 2.808 5.035
C -3.414 2.101 5.831
C -2.977 1.622 7.060
C -1.671 1.859 7.476
C -0.802 2.589 6.673
C -1.237 3.070 5.444
S -3.337 2.199 0.057
H -4.430 1.938 5.493
H -3.661 1.075 7.697
H -1.334 1.484 8.436
H 0.204 2.803 7.012
H -0.592 3.673 4.814
N -4.029 -0.312 -1.917
C -5.231 -0.038 -2.459
C -5.025 0.936 -3.405
C -3.639 1.183 -3.351
N -3.034 0.423 -2.446
H -3.805 -0.975 -1.193
H -6.127 -0.550 -2.140
H -5.761 1.401 -4.042
H -3.061 1.887 -3.936
F -0.858 2.777 0.731
B -1.509 2.178 -0.289
F 1.184 1.152 0.080
N 4.650 -2.079 -4.594
C 4.600 -1.833 -3.264
O 4.989 -2.618 -2.418
C 3.995 -0.514 -2.865
C 4.773 0.509 -2.344
C 4.148 1.675 -1.940
C 2.773 1.756 -2.025
N 1.997 0.759 -2.477
C 2.626 -0.340 -2.906
H 5.052 -2.946 -4.912
H 4.381 -1.388 -5.272
H 5.848 0.386 -2.251
H 4.713 2.507 -1.537
H 2.263 2.653 -1.705
H 1.996 -1.142 -3.287